Record 1
{"formula": "C22H22ClF3MoN4O4", "method": "ωB97M-V with the def2-TZVPD basis set", "symbols": ["Mo", "O", "C", "O", "C", "C", "Cl", "N", "N", "C", "C", "O", "O", "C", "C", "C", "C", "C", "C", "H", "H", "H", "H", "H", "H", "F", "C", "F", "F", "N", "C", "C", "C", "C", "C", "C", "H", "H", "H", "H", "H", "H", "H", "C", "C", "C", "C", "N", "H", "H", "H", "H", "H", "H", "H", "H", "H"], "positions_angstrom": [[-0.572511, 0.856587, 0.197359], [2.683283, 5.123102, -2.257496], [3.101525, 3.976280, -2.752745], [4.003990, 3.876944, -3.525445], [2.390972, 2.718703, -2.288447], [2.729769, 1.425580, -2.720550], [3.876670, 0.925347, -3.824219], [1.922291, 0.547495, -2.095431], [1.080362, 1.185557, -1.244922], [1.376971, 2.499708, -1.374688], [0.598698, 3.388045, -0.486652], [0.616020, 4.573312, -0.487808], [-0.156793, 2.629689, 0.355491], [1.957115, -0.881439, -2.229722], [2.899728, -1.602667, -1.514467], [2.939782, -2.983578, -1.652350], [2.037398, -3.624669, -2.489535], [1.116837, -2.888348, -3.225626], [1.075991, -1.504973, -3.108661], [1.913238, 5.093960, -1.669194], [3.612188, -1.090124, -0.879193], [3.697008, -3.547234, -1.124579], [2.077655, -4.699773, -2.602893], [0.454902, -3.390696, -3.919181], [0.436399, -0.908007, -3.752352], [-1.632327, 1.077116, -2.460096], [-2.096603, 1.424190, -1.233213], [-3.258098, 0.783966, -1.063420], [-2.327941, 2.728936, -1.237815], [-1.157274, -1.071667, -0.730285], [-0.726022, -1.982258, 0.311758], [0.302812, -1.507941, 1.119074], [0.807374, -2.273034, 2.154327], [0.290029, -3.547248, 2.343591], [-0.725240, -4.030009, 1.525147], [-1.250311, -3.245523, 0.506109], [-2.123417, -1.262203, -0.989518], [-0.603120, -1.263592, -1.571761], [0.752718, -0.517165, 0.861998], [1.596217, -1.902551, 2.795137], [0.686237, -4.169817, 3.133748], [-1.110457, -5.028893, 1.678518], [-2.046076, -3.619287, -0.127054], [-1.058224, 1.579962, 3.680243], [-2.237434, 1.126289, 2.771549], [-2.993600, -0.045455, 3.405588], [-3.183630, 2.325437, 2.501232], [-1.646278, 0.799851, 1.538276], [-1.449759, 1.852800, 4.658812], [-0.562410, 2.447554, 3.246434], [-0.345609, 0.763288, 3.806850], [-3.456861, 0.295913, 4.328839], [-2.311331, -0.863989, 3.637854], [-3.776760, -0.407402, 2.739876], [-3.499540, 2.734642, 3.459017], [-4.059697, 1.996779, 1.944099], [-2.666870, 3.102528, 1.938407]], "forces_ev_per_angstrom": [[-2.27, -1.97, 1.21], [0.21, 0.44, -0.16], [-0.21, -0.39, 0.09], [0.02, 0.06, 0.01], [0.19, 0.16, -0.05], [-0.29, 0.22, 0.02], [0.01, -0.10, -0.01], [0.07, 0.07, 0.06], [0.65, 0.26, -0.28], [0.09, -0.35, 0.01], [0.68, 0.13, -0.88], [-0.28, -0.05, 0.38], [-0.20, 1.42, 0.72], [-0.19, -0.33, 0.06], [0.01, 0.06, 0.10], [0.00, 0.06, -0.01], [0.05, -0.01, 0.00], [-0.08, 0.00, -0.01], [0.09, 0.14, -0.13], [-0.06, -0.16, 0.04], [-0.01, 0.01, 0.00], [-0.04, -0.03, 0.02], [0.00, 0.01, 0.00], [0.00, 0.03, 0.00], [-0.06, -0.02, 0.10], [0.01, 0.06, 0.18], [-0.34, -0.03, -0.56], [0.09, 0.04, 0.13], [0.00, -0.10, 0.07], [0.19, -0.23, -0.15], [0.45, -0.17, 0.12], [-0.40, 0.08, -0.50], [0.14, 0.16, 0.25], [-0.02, 0.03, -0.03], [-0.01, 0.05, 0.00], [-0.11, 0.05, 0.01], [-0.14, 0.29, 0.07], [0.06, 0.13, -0.11], [0.78, -0.68, 0.22], [0.01, 0.01, -0.04], [0.02, 0.00, 0.00], [-0.01, 0.01, 0.01], [0.00, 0.00, 0.00], [-0.13, -0.12, -0.24], [-0.42, 0.40, 1.24], [0.14, -0.13, -0.34], [0.13, -0.19, -0.23], [1.27, 0.60, -1.59], [-0.05, -0.02, -0.02], [0.04, 0.02, 0.04], [0.01, 0.03, 0.04], [0.02, 0.03, 0.01], [-0.03, -0.02, 0.02], [-0.03, -0.01, 0.02], [0.00, -0.04, 0.02], [-0.02, 0.04, 0.00], [-0.02, 0.05, 0.05]], "mulliken_charge": [0.2262, -0.4879, 0.4850, -0.4910, -0.1190, 0.5975, -0.0437, 0.0655, 0.5911, -0.1603, 0.6512, -0.6127, -0.5046, -0.2179, 0.0377, -0.8015, -0.6782, -0.5862, -0.5662, 0.3736, 0.5513, 0.4714, 0.5046, 0.4821, 0.5336, -0.2271, 0.9827, -0.2016, -0.2280, 0.0886, 0.3024, 0.3280, -1.0266, -0.6774, -0.6926, -0.7143, 0.4529, -0.0135, 1.0690, 0.5614, 0.5054, 0.4995, 0.5083, -1.4522, 1.1482, -1.4908, -1.4691, -0.1764, 0.4550, 0.3676, 0.3747, 0.4323, 0.3708, 0.3934, 0.4779, 0.4093, 0.3407], "total_energy_ev": -59836.29200, "homo_ev": -15.7, "gap_ev": 6.59, "de_lowest_kj_mol": 24.91, "charge": 2}


Record 2
{"formula": "C6H6", "method": "ωB97M-V with the def2-TZVPD basis set", "symbols": ["C", "C", "C", "C", "C", "C", "H", "H", "H", "H", "H", "H"], "positions_angstrom": [[-1.402532, -1.174737, -2.087190], [-1.347897, -0.332035, -1.231123], [-1.237511, 0.652953, -0.156208], [0.092428, 1.339433, -0.197349], [1.057335, 0.889192, 0.376521], [1.793483, -0.034436, 1.211762], [-1.482361, -1.904098, -2.860261], [-2.073034, 1.342550, -0.131194], [-1.246888, 0.096944, 0.794946], [1.320210, -0.057311, 2.201118], [1.683802, -1.031740, 0.768891], [2.842964, 0.213284, 1.310087]], "forces_ev_per_angstrom": [[-0.07, 0.32, 0.26], [-0.23, -0.29, -0.47], [-0.51, 0.12, -0.11], [0.34, -0.77, 0.69], [-0.06, 0.26, -0.20], [0.33, -0.05, 0.11], [0.05, 0.07, 0.10], [-0.26, 0.02, -0.26], [-0.28, 0.21, -0.23], [0.24, 0.08, -0.07], [0.23, 0.13, 0.05], [0.23, -0.10, 0.13]], "mulliken_charge": [0.0944, -0.4765, -0.3608, 0.0504, -0.0624, -1.0108, 0.4022, 0.2948, 0.2008, 0.2727, 0.2670, 0.3281], "total_energy_ev": -6314.12633, "homo_ev": -9.5, "gap_ev": 10.31, "smiles": "C#CCC#CC", "de_lowest_kj_mol": 489.55, "charge": 0}


Record 3
{"formula": "C3H12CsO3", "method": "ωB97M-V with the def2-TZVPD basis set", "symbols": ["Cs", "C", "O", "H", "H", "H", "H", "C", "O", "H", "H", "H", "H", "C", "O", "H", "H", "H", "H"], "positions_angstrom": [[-13.194700, 1.860630, -20.335620], [-16.287830, 5.558700, -19.034810], [-17.192400, 4.434080, -19.144960], [-16.852200, 6.325240, -18.503760], [-15.396450, 5.270000, -18.477870], [-16.004340, 6.099720, -19.937600], [-18.089000, 4.609960, -18.850390], [-9.781350, 0.139800, -25.072630], [-10.435520, 0.096620, -23.753950], [-9.631390, 1.164250, -25.413380], [-8.854820, -0.434360, -25.073310], [-10.211350, -0.508380, -25.836210], [-11.356500, 0.062170, -24.022660], [-15.467700, -0.342970, -25.607840], [-14.782700, -0.109720, -24.416270], [-16.456790, -0.649220, -25.267240], [-15.648650, 0.482590, -26.296180], [-15.068180, -1.258920, -26.043160], [-14.998950, -0.838800, -23.830370]], "forces_ev_per_angstrom": [[-0.02, 0.00, -0.10], [-1.72, 0.41, 0.88], [1.28, -0.27, -0.82], [0.50, 0.16, 0.50], [-0.11, -0.05, 0.04], [-0.10, -0.80, -0.64], [0.25, 0.52, 0.03], [0.62, -0.88, 0.44], [0.32, -0.07, -1.76], [-0.04, -0.18, 0.00], [0.59, 0.70, 0.96], [-1.31, 0.50, 0.02], [-0.32, -0.04, 0.37], [-1.86, -1.90, 0.16], [1.38, 1.28, 1.09], [-0.58, 0.06, -0.56], [0.89, 0.15, 0.33], [0.21, 0.38, -0.85], [0.03, 0.03, -0.08]], "mulliken_charge": [0.9977, -0.4904, -0.5189, 0.2504, 0.1913, 0.2442, 0.3249, -0.6037, -0.4906, 0.2612, 0.2529, 0.2679, 0.3115, -0.5869, -0.4841, 0.2474, 0.2559, 0.2678, 0.3014], "total_energy_ev": -9988.46008, "homo_ev": -13.0, "gap_ev": 9.23, "de_lowest_kj_mol": 169.51, "charge": 1}


Record 4
{"formula": "AsF6H28O14", "method": "ωB97M-V with the def2-TZVPD basis set", "symbols": ["As", "F", "F", "F", "F", "F", "F", "O", "H", "H", "O", "H", "H", "O", "H", "H", "O", "H", "H", "O", "H", "H", "O", "H", "H", "O", "H", "H", "O", "H", "H", "O", "H", "H", "O", "H", "H", "O", "H", "H", "O", "H", "H", "O", "H", "H", "O", "H", "H"], "positions_angstrom": [[0.313924, 0.171753, 0.476763], [-0.038436, 1.956643, 0.135703], [0.330904, 0.589383, 2.209663], [0.445224, -1.670027, 0.689453], [0.295674, -0.094547, -1.294147], [2.049774, 0.542903, 0.519803], [-1.475376, -0.134597, 0.687853], [1.852884, 1.228753, -4.001297], [1.460224, 1.907623, -3.452497], [1.214944, 0.515163, -3.993607], [-2.091656, 1.157603, -2.527137], [-2.438036, 0.449433, -1.984237], [-1.271826, 0.811033, -2.879277], [-1.741536, -3.217637, 0.035653], [-2.163606, -3.759237, 0.702553], [-1.042426, -2.761517, 0.504083], [-0.288736, -1.737987, 3.848253], [-1.210636, -1.725577, 3.591003], [0.046254, -0.881737, 3.582073], [2.178734, 1.740443, 3.821403], [1.450614, 1.433523, 3.281153], [1.839494, 2.520213, 4.260833], [-2.582486, -1.457867, -2.012097], [-2.021626, -1.754207, -1.295257], [-3.384016, -1.159677, -1.582157], [4.034844, -1.342907, 1.031553], [3.327314, -0.881777, 0.580993], [4.268554, -0.769367, 1.761393], [-3.013776, 2.464733, 2.474133], [-2.557746, 3.124753, 1.951983], [-3.216966, 1.765523, 1.852803], [-0.967426, -1.254967, -4.177517], [-1.723266, -1.217467, -4.763627], [-1.344386, -1.231617, -3.297977], [3.034854, 2.944533, 1.430483], [3.372204, 2.345103, 0.764813], [2.684614, 2.372393, 2.113283], [1.423464, -4.038007, 2.824053], [0.843214, -3.289177, 2.961163], [1.584814, -4.047007, 1.880593], [-4.530346, -0.859117, -0.073187], [-5.238636, -0.434377, 0.410693], [-3.804556, -0.899137, 0.549593], [3.647264, 0.638493, -1.827097], [2.912114, 0.723513, -2.434187], [4.141514, -0.113837, -2.152587], [0.084694, 3.042143, -2.651767], [0.128334, 2.990023, -1.696987], [-0.818946, 3.297683, -2.837117]], "forces_ev_per_angstrom": [[-1.01, 1.04, -1.19], [0.34, -2.36, 0.51], [-0.25, -0.80, -0.73], [0.48, 2.61, 0.10], [0.05, 0.05, 2.00], [-1.83, -1.03, -0.28], [1.59, 0.39, -0.45], [0.64, -0.36, -0.17], [-0.57, 0.56, 0.16], [-0.37, -0.29, -0.08], [-0.43, 1.05, -0.15], [0.15, -0.24, -0.02], [0.25, -0.05, -0.03], [-0.31, -0.15, -0.08], [-0.17, -0.19, 0.04], [0.57, 0.29, 0.18], [0.03, -0.49, 0.24], [-0.21, 0.05, -0.08], [0.17, 0.33, -0.20], [0.34, -0.04, 0.33], [-0.41, -0.29, -0.17], [-0.01, 0.24, 0.13], [0.03, -0.01, -0.37], [0.08, -0.53, 0.45], [-0.55, -0.11, 0.18], [0.35, -0.50, 0.01], [-0.14, 0.24, -0.21], [0.00, 0.14, 0.16], [-0.27, 0.05, 0.36], [0.23, 0.10, -0.18], [0.14, -0.19, -0.23], [0.91, 0.13, -0.65], [-0.17, 0.05, -0.02], [-0.50, -0.16, 0.34], [0.28, 0.64, -0.27], [0.01, -0.09, -0.32], [0.08, -0.12, 0.41], [0.08, -0.52, 0.06], [-0.26, 0.53, 0.24], [0.16, 0.08, -0.23], [-0.18, -0.03, -0.06], [-0.25, 0.14, -0.02], [0.49, -0.08, 0.19], [0.49, 0.00, 0.62], [-0.38, 0.15, -0.61], [0.13, -0.14, -0.02], [0.46, 0.37, -0.32], [-0.01, -0.26, 0.50], [-0.28, -0.21, -0.08]], "mulliken_charge": [2.1326, -0.5149, -0.4962, -0.5525, -0.3874, -0.5456, -0.4964, -0.7520, 0.3695, 0.3600, -0.6716, 0.3422, 0.3409, -0.6411, 0.3000, 0.3256, -0.6654, 0.2976, 0.3182, -0.7039, 0.4369, 0.3329, -0.6271, 0.3297, 0.3212, -0.6670, 0.3850, 0.3025, -0.6438, 0.3228, 0.3041, -0.6350, 0.2999, 0.3256, -0.7036, 0.3374, 0.3254, -0.6500, 0.3594, 0.3222, -0.6881, 0.3074, 0.2995, -0.5837, 0.3424, 0.2844, -0.6711, 0.2974, 0.2737], "total_energy_ev": -106270.65248, "homo_ev": -8.1, "gap_ev": 9.79, "de_lowest_kj_mol": 91.04, "charge": -1}